1.
Molecular formula: C3H8N4O
Method: DFT, the ωB97M-V functional and the def2-TZVPD basis

Calculated values
E_LUMO (alpha / beta) = 0.32 / 0.49 eV
HOMO level (alpha / beta) = -6.01 / -6.25 eV
energy relative to the best compared isomer or geometry (same formula, charge and spin) = 424.4 kJ/mol
orbital gap (alpha / beta) = 6.34 / 6.75 eV
electronic energy = -413.25441 hartree

The geometry in ORCA input format:
```
! RIJCOSX wB97M-V def2-TZVPD def2/J DEFGRID3
* xyz 0 1
N -0.611 1.502 1.573
C -0.346 0.533 0.814
C -0.062 -0.822 1.231
N 0.148 -1.057 2.551
N 0.121 -1.771 0.304
H -1.272 2.186 1.200
H -0.116 -0.274 3.141
H 0.142 -2.000 2.907
H 0.622 -2.603 0.584
H 0.204 -1.454 -0.726
N 0.001 1.446 -2.772
C 0.469 0.565 -1.868
O 0.444 -0.658 -2.098
H -0.053 2.424 -2.553
H -0.251 1.123 -3.700
H 0.561 0.861 -0.587
*
```

2.
Molecular formula: C3H8N4O
Method: DFT, the ωB97M-V functional and the def2-TZVPD basis

Calculated values
E_LUMO = 0.86 eV
HOMO level = -8.32 eV
energy relative to the best compared isomer or geometry (same formula, charge and spin) = 343.8 kJ/mol
orbital gap = 9.18 eV
electronic energy = -413.28512 hartree

The geometry in ORCA input format:
```
! RIJCOSX wB97M-V def2-TZVPD def2/J DEFGRID3
* xyz 0 1
C -1.069 1.198 -1.379
N -0.213 -0.007 -1.541
N 0.191 -0.398 -0.254
C -0.305 -1.660 0.062
O -0.101 -2.298 1.060
C 1.353 0.233 0.219
N 1.625 0.573 1.433
N 0.770 0.252 2.366
H -1.269 1.568 -2.427
H -0.544 1.987 -0.844
H -2.068 0.987 -0.896
H -0.764 -0.701 -2.030
H -1.006 -1.984 -0.785
H 2.034 0.417 -0.523
H 0.274 -0.652 2.249
H 1.092 0.484 3.290
*
```